1.
{
  "formula": "C23H51F3NO5P2",
  "method": "wB97M-V/def2-TZVPD",
  "charge": 1,
  "homo_ev": -12.50,
  "orbital_gap_ev": 8.27,
  "e_tot_ev": -63131.0575,
  "largest_force_ev_per_a": 3.0,
  "symbols": ["C", "C", "F", "P", "C", "P", "O", "O", "O", "N", "C", "O", "F", "C", "O", "F", "H", "H", "H", "H", "H", "H", "H", "H", "H", "C", "C", "C", "C", "C", "C", "H", "H", "H", "H", "H", "H", "H", "H", "H", "H", "H", "H", "H", "H", "C", "C", "C", "C", "C", "C", "H", "H", "H", "H", "H", "H", "H", "H", "H", "H", "H", "H", "H", "H", "C", "C", "C", "C", "C", "C", "H", "H", "H", "H", "H", "H", "H", "H", "H", "H", "H", "H", "H", "H"],
  "positions_angstrom": [[-5.24, -2.44, 2.49], [-4.78, -1.23, 1.61], [-5.17, -1.54, 0.29], [-2.94, -0.98, 1.52], [-2.20, -0.17, 3.00], [-2.22, 1.70, 2.83], [-3.49, 2.19, 2.28], [-2.05, 2.32, 4.37], [-0.89, 2.15, 1.99], [-2.21, -2.48, 1.06], [-1.79, -3.30, 2.17], [-1.04, -4.16, 1.97], [-2.27, -3.13, 3.42], [-1.17, -2.33, 0.06], [-0.11, -1.88, 0.22], [-1.53, -2.72, -1.18], [-6.20, -2.81, 2.07], [-4.53, -3.30, 2.48], [-5.39, -2.08, 3.53], [-5.34, -0.30, 1.88], [-2.72, -0.09, 0.42], [-2.83, -0.44, 3.89], [-1.16, -0.47, 3.24], [-1.48, 1.68, 4.85], [-0.13, 1.75, 2.46], [-7.10, 7.06, -1.34], [-5.89, 6.40, -2.00], [-6.07, 4.90, -2.23], [-6.27, 4.06, -0.96], [-5.14, 4.17, 0.07], [-3.80, 3.67, -0.45], [-7.29, 6.66, -0.35], [-6.93, 8.13, -1.24], [-8.00, 6.92, -1.95], [-5.00, 6.59, -1.39], [-5.71, 6.88, -2.96], [-5.21, 4.52, -2.78], [-6.94, 4.74, -2.88], [-6.38, 3.01, -1.25], [-7.21, 4.34, -0.48], [-5.42, 3.57, 0.94], [-5.04, 5.20, 0.42], [-3.86, 2.63, -0.77], [-3.04, 3.74, 0.34], [-3.45, 4.27, -1.29], [4.05, -0.35, -5.18], [3.73, 0.75, -4.17], [4.15, 0.40, -2.74], [3.45, -0.82, -2.14], [1.92, -0.74, -2.09], [1.41, 0.40, -1.22], [3.50, -1.27, -4.96], [3.76, -0.03, -6.18], [5.12, -0.57, -5.19], [2.67, 0.99, -4.20], [4.26, 1.66, -4.47], [3.99, 1.27, -2.10], [5.23, 0.21, -2.72], [3.83, -0.97, -1.12], [3.74, -1.72, -2.69], [1.54, -1.69, -1.69], [1.51, -0.65, -3.10], [1.77, 0.30, -0.19], [0.31, 0.39, -1.19], [1.72, 1.37, -1.61], [3.84, -2.77, 1.62], [5.27, -2.44, 1.18], [5.89, -3.53, 0.30], [6.05, -4.90, 0.96], [6.88, -4.90, 2.24], [8.33, -4.47, 2.03], [3.81, -3.67, 2.24], [3.44, -1.94, 2.21], [3.19, -2.91, 0.75], [5.89, -2.26, 2.06], [5.25, -1.51, 0.61], [6.86, -3.18, -0.06], [5.27, -3.65, -0.60], [6.51, -5.58, 0.24], [5.06, -5.31, 1.18], [6.88, -5.92, 2.65], [6.42, -4.27, 3.01], [8.82, -5.12, 1.30], [8.88, -4.53, 2.96], [8.39, -3.44, 1.67]]
}

---

2.
{
  "formula": "C23H51MnNO3P2",
  "method": "wB97M-V/def2-TZVPD",
  "spin_multiplicity": 4,
  "charge": 4,
  "homo_ev": [-21.64, -21.63],
  "s_squared": 4.153,
  "orbital_gap_ev": [5.48, 5.18],
  "e_tot_ev": -82160.6061,
  "largest_force_ev_per_a": 9.7,
  "symbols": ["Mn", "C", "O", "C", "O", "P", "C", "H", "C", "H", "C", "H", "C", "P", "H", "H", "C", "H", "C", "H", "H", "H", "C", "H", "H", "H", "C", "H", "H", "H", "C", "H", "H", "H", "C", "H", "H", "H", "C", "H", "H", "H", "C", "H", "H", "H", "C", "H", "C", "H", "H", "C", "H", "H", "H", "C", "H", "H", "H", "C", "H", "H", "H", "C", "H", "H", "H", "H", "H", "C", "N", "C", "C", "O", "H", "H", "H", "H", "H", "H", "H"],
  "positions_angstrom": [[-0.25, -0.28, -0.70], [1.53, -0.31, -0.41], [2.70, -0.30, -0.30], [-1.39, 0.12, 0.63], [-2.16, 0.40, 1.48], [-0.13, 1.93, -1.38], [-0.50, 2.05, -3.21], [-0.50, 3.13, -3.44], [-1.40, 3.06, -0.61], [-2.30, 2.43, -0.61], [1.51, 2.81, -1.26], [2.18, 2.09, -1.75], [1.32, -3.25, 0.87], [-0.19, -2.46, 0.15], [-0.80, -4.25, -1.31], [2.11, -3.05, 0.12], [-1.63, -3.27, 1.02], [-1.40, -4.35, 0.96], [-1.07, 3.41, 0.84], [-2.01, 3.72, 1.33], [-0.37, 4.25, 0.91], [-0.67, 2.56, 1.41], [-1.73, 4.34, -1.39], [-0.91, 5.06, -1.35], [-2.60, 4.80, -0.91], [-1.98, 4.15, -2.44], [1.61, 4.14, -2.01], [1.21, 4.11, -3.03], [2.68, 4.38, -2.10], [1.13, 4.96, -1.46], [2.02, 2.99, 0.17], [3.11, 3.16, 0.12], [1.84, 2.12, 0.81], [1.58, 3.88, 0.65], [0.58, 1.38, -4.05], [1.56, 1.85, -3.92], [0.31, 1.44, -5.11], [0.69, 0.32, -3.79], [-1.90, 1.50, -3.53], [-1.94, 0.41, -3.38], [-2.13, 1.71, -4.58], [-2.68, 1.96, -2.91], [1.17, -4.76, 1.04], [0.78, -5.26, 0.15], [0.53, -5.00, 1.90], [2.17, -5.17, 1.24], [1.78, -2.57, 2.16], [1.01, -2.59, 2.94], [-1.21, -2.37, -2.36], [2.07, -1.53, 1.99], [2.66, -3.11, 2.55], [1.05, -3.56, -2.17], [-1.00, -1.28, -2.13], [-1.02, -2.52, -3.42], [-2.28, -2.54, -2.19], [-0.31, -3.29, -1.52], [0.92, -3.68, -3.25], [1.50, -4.48, -1.78], [1.76, -2.74, -2.01], [-2.98, -3.02, 0.35], [-3.23, -1.95, 0.33], [-3.76, -3.54, 0.93], [-3.03, -3.42, -0.67], [-1.71, -2.86, 2.49], [-1.96, -1.80, 2.59], [-0.78, -3.06, 3.04], [-2.50, -3.44, 2.98], [0.07, -1.64, -4.90], [-0.28, -0.97, -4.96], [2.04, 1.92, 4.24], [0.87, 1.06, 4.39], [0.40, 0.70, 5.72], [0.29, 0.53, 3.30], [0.73, 0.68, 2.14], [2.39, 2.16, 5.24], [1.78, 2.84, 3.71], [2.83, 1.40, 3.67], [-0.68, 0.89, 5.80], [0.58, -0.37, 5.93], [0.94, 1.31, 6.46], [-0.61, -0.06, 3.55]]
}

---

3.
{
  "formula": "C23H51N2O28S7",
  "method": "wB97M-V/def2-TZVPD",
  "charge": 1,
  "homo_ev": -11.20,
  "orbital_gap_ev": 8.88,
  "e_tot_ev": -160815.4612,
  "largest_force_ev_per_a": 12.9,
  "symbols": ["C", "C", "N", "C", "C", "C", "N", "C", "C", "C", "C", "H", "H", "H", "H", "H", "H", "H", "H", "H", "H", "H", "H", "H", "H", "H", "H", "H", "H", "H", "H", "H", "H", "H", "C", "C", "O", "S", "O", "O", "O", "H", "H", "H", "H", "C", "C", "O", "S", "O", "O", "O", "H", "H", "H", "H", "C", "C", "O", "S", "O", "O", "O", "H", "H", "H", "H", "C", "C", "O", "S", "O", "O", "O", "H", "H", "H", "H", "C", "C", "O", "S", "O", "O", "O", "H", "H", "H", "H", "C", "C", "O", "S", "O", "O", "O", "H", "H", "H", "H", "C", "C", "O", "S", "O", "O", "O", "H", "H", "H", "H"],
  "positions_angstrom": [[4.12, -3.24, 2.83], [3.61, -3.56, 1.29], [2.35, -2.75, 0.92], [1.66, -3.50, -0.20], [0.08, -3.13, -0.39], [-0.92, -3.83, 0.67], [-1.34, -2.80, 1.69], [2.85, -1.38, 0.57], [1.74, -0.20, 0.56], [2.45, 1.30, 0.60], [0.66, -0.23, 1.78], [5.23, -3.59, 2.99], [4.11, -2.09, 3.08], [3.46, -3.78, 3.62], [4.47, -3.31, 0.54], [3.44, -4.71, 1.25], [1.73, -2.81, 1.76], [1.69, -4.67, -0.05], [2.22, -3.32, -1.22], [-0.15, -1.99, -0.41], [-0.22, -3.54, -1.45], [-0.52, -4.82, 1.13], [-1.90, -4.11, 0.07], [-1.30, -3.26, 2.62], [-2.30, -2.46, 1.48], [3.74, -1.00, 1.22], [3.27, -1.45, -0.53], [1.16, -0.23, -0.47], [3.13, 1.44, -0.35], [1.55, 2.06, 0.57], [3.01, 1.51, 1.59], [0.86, -1.01, 2.60], [0.70, 0.82, 2.31], [-0.41, -0.32, 1.29], [-1.47, 4.75, -1.25], [-2.01, 3.64, -2.15], [-1.96, 2.46, -1.35], [-2.21, 2.86, 0.21], [-3.60, 2.63, 0.51], [-1.14, 2.32, 1.00], [-1.99, 4.47, 0.06], [-0.38, 4.72, -1.20], [-1.79, 5.74, -1.58], [-1.41, 3.52, -3.05], [-3.05, 3.83, -2.42], [-6.21, 7.27, -0.96], [-4.98, 7.83, -1.66], [-3.93, 7.75, -0.70], [-4.18, 6.44, 0.25], [-3.38, 5.35, -0.26], [-4.15, 6.86, 1.62], [-5.73, 6.17, -0.18], [-6.65, 8.00, -0.28], [-6.97, 6.93, -1.67], [-5.12, 8.87, -1.98], [-4.70, 7.22, -2.52], [6.89, 0.85, 1.57], [6.60, 2.15, 0.82], [6.93, 1.89, -0.54], [6.62, 0.32, -0.86], [5.33, 0.23, -1.48], [7.80, -0.26, -1.43], [6.48, -0.19, 0.68], [7.96, 0.74, 1.76], [6.34, 0.79, 2.51], [7.18, 2.99, 1.21], [5.53, 2.40, 0.87], [-7.80, 2.21, 0.01], [-7.52, 1.82, -1.44], [-8.49, 2.54, -2.20], [-8.80, 3.96, -1.46], [-8.00, 4.98, -2.08], [-10.22, 4.07, -1.29], [-8.13, 3.60, -0.02], [-8.66, 1.66, 0.41], [-6.93, 2.04, 0.65], [-7.62, 0.75, -1.61], [-6.53, 2.15, -1.75], [-0.62, 4.23, 3.91], [-1.82, 5.14, 3.74], [-1.49, 6.33, 4.46], [0.11, 6.57, 4.38], [0.38, 7.51, 3.33], [0.62, 6.73, 5.72], [0.52, 5.08, 3.85], [-0.63, 3.74, 4.89], [-0.56, 3.47, 3.13], [-2.74, 4.70, 4.12], [-1.96, 5.42, 2.69], [-0.65, -6.74, -2.14], [-0.42, -5.90, -3.39], [-0.25, -6.84, -4.45], [-1.15, -8.16, -4.14], [-2.39, -8.04, -4.86], [-0.30, -9.32, -4.22], [-1.45, -7.85, -2.57], [0.30, -7.14, -1.76], [-1.15, -6.19, -1.35], [0.46, -5.25, -3.30], [-1.30, -5.29, -3.62], [5.60, -7.27, -2.28], [5.63, -5.83, -1.80], [4.32, -5.57, -1.30], [3.71, -6.95, -0.68], [3.92, -6.93, 0.75], [2.43, -7.19, -1.28], [4.79, -7.97, -1.33], [5.12, -7.35, -3.26], [6.60, -7.71, -2.33], [5.88, -5.13, -2.60], [6.34, -5.70, -0.97]]
}

---

4.
{
  "formula": "C23H52ClKLiMgN3O13P3S2",
  "method": "wB97M-V/def2-TZVPD",
  "relative_energy_kcal_mol": 75.64,
  "charge": 1,
  "homo_ev": -7.68,
  "orbital_gap_ev": 2.47,
  "e_tot_ev": -139796.2065,
  "largest_force_ev_per_a": 8.8,
  "symbols": ["C", "C", "O", "C", "P", "C", "C", "C", "S", "C", "S", "N", "C", "C", "O", "C", "C", "H", "H", "H", "H", "H", "H", "H", "H", "H", "H", "H", "H", "H", "H", "H", "H", "H", "H", "H", "H", "H", "H", "H", "H", "Cl", "Li", "C", "O", "N", "N", "H", "H", "H", "H", "O", "H", "H", "H", "C", "O", "P", "O", "O", "C", "O", "C", "H", "H", "H", "H", "H", "H", "H", "H", "H", "O", "P", "O", "O", "O", "C", "C", "C", "C", "C", "C", "H", "H", "H", "H", "H", "H", "Mg", "K", "C", "C", "O", "H", "H", "H", "H", "H", "H"],
  "positions_angstrom": [[1.71, -3.26, -1.01], [0.97, -1.86, -1.07], [1.03, -1.34, -2.40], [-0.56, -1.95, -0.62], [-1.41, -0.26, -1.08], [-2.15, 1.43, -1.49], [-3.75, 1.44, -1.45], [-4.32, 2.48, -2.49], [-4.33, 4.22, -1.93], [-2.68, 4.96, -2.35], [-1.91, 4.42, -3.70], [-2.23, 5.96, -1.41], [-1.64, 5.39, -0.18], [-0.10, 5.04, -0.27], [0.51, 5.37, -1.51], [0.19, 6.76, -1.75], [-1.36, 6.97, -2.05], [1.07, -4.09, -1.41], [2.65, -3.17, -1.63], [2.04, -3.45, 0.05], [1.48, -1.10, -0.41], [1.03, -2.09, -3.01], [-0.67, -2.21, 0.47], [-1.05, -2.74, -1.26], [-0.16, 0.40, -0.75], [-2.38, -0.46, -0.01], [-1.61, -0.76, -2.42], [-1.82, 1.69, -2.53], [-1.79, 2.16, -0.72], [-4.06, 1.68, -0.40], [-4.08, 0.40, -1.73], [-5.38, 2.18, -2.72], [-3.75, 2.34, -3.46], [-1.88, 6.07, 0.67], [-2.18, 4.42, 0.02], [0.04, 3.93, -0.12], [0.40, 5.53, 0.62], [0.83, 7.21, -2.56], [0.43, 7.37, -0.82], [-1.62, 7.96, -1.57], [-1.53, 7.10, -3.14], [-3.41, 6.64, -4.60], [-0.46, -1.57, 2.14], [2.90, 2.40, -1.37], [1.77, 1.94, -1.23], [4.02, 1.63, -1.37], [3.14, 3.73, -1.55], [4.95, 2.00, -1.49], [3.90, 0.65, -1.25], [2.35, 4.37, -1.56], [4.06, 4.11, -1.65], [5.38, -2.97, 0.96], [4.89, -2.36, 0.34], [6.39, -2.79, 0.92], [5.17, -3.93, 0.77], [0.45, -6.61, 5.35], [-0.86, -6.16, 5.06], [-1.30, -4.56, 5.45], [-0.36, -3.90, 4.45], [-0.60, -4.67, 6.93], [-1.13, -5.58, 7.90], [-2.04, -3.08, 5.91], [-3.22, -3.18, 6.71], [0.80, -7.20, 4.50], [1.15, -5.80, 5.54], [0.42, -7.27, 6.22], [-0.32, -6.23, 8.25], [-1.92, -6.21, 7.48], [-1.52, -5.02, 8.75], [-2.98, -3.55, 7.71], [-3.95, -3.84, 6.24], [-3.65, -2.18, 6.81], [5.23, -0.97, -4.57], [6.04, 0.34, -4.53], [7.29, 0.21, -5.40], [6.45, 0.63, -3.09], [5.17, 1.47, -5.08], [3.10, 3.10, -7.95], [2.52, 3.47, -9.16], [2.64, 2.64, -10.27], [3.34, 1.44, -10.16], [3.92, 1.07, -8.96], [3.81, 1.91, -7.85], [3.01, 3.75, -7.08], [1.97, 4.40, -9.23], [2.19, 2.92, -11.21], [3.43, 0.79, -11.03], [4.46, 0.14, -8.88], [4.27, 1.62, -6.90], [6.61, -0.86, 0.31], [-6.29, 5.33, -0.97], [-5.88, -5.69, 10.47], [-4.55, -5.28, 9.87], [-4.67, -5.15, 8.45], [-6.21, -6.64, 10.05], [-5.80, -5.80, 11.55], [-6.66, -4.96, 10.24], [-3.79, -6.02, 10.07], [-4.22, -4.32, 10.28], [-5.34, -4.48, 8.27]]
}

---

5.
{
  "formula": "C23H52N2O5",
  "method": "wB97M-V/def2-TZVPD",
  "smiles": "NC[C@@H](O)C[C@@H](OC=O)ON=O.CCCCCC.CCCCCC.CCCCCC",
  "charge": 0,
  "homo_ev": -9.49,
  "orbital_gap_ev": 8.89,
  "e_tot_ev": -37909.2375,
  "largest_force_ev_per_a": 0.9,
  "symbols": ["N", "C", "C", "O", "C", "C", "O", "C", "O", "O", "N", "O", "H", "H", "H", "H", "H", "H", "H", "H", "H", "H", "C", "C", "C", "C", "C", "C", "H", "H", "H", "H", "H", "H", "H", "H", "H", "H", "H", "H", "H", "H", "C", "C", "C", "C", "C", "C", "H", "H", "H", "H", "H", "H", "H", "H", "H", "H", "H", "H", "H", "H", "C", "C", "C", "C", "C", "C", "H", "H", "H", "H", "H", "H", "H", "H", "H", "H", "H", "H", "H", "H"],
  "positions_angstrom": [[2.36, -0.63, -0.76], [1.25, 0.31, -0.95], [1.20, 0.91, -2.35], [1.15, -0.17, -3.29], [0.10, 1.96, -2.58], [-1.35, 1.60, -2.31], [-1.69, 0.42, -3.04], [-2.29, -0.63, -2.40], [-3.35, -1.03, -2.72], [-1.76, 1.39, -0.96], [-1.16, 2.31, -0.01], [-1.93, 2.54, 0.83], [3.09, -0.46, -1.45], [2.04, -1.58, -0.93], [0.31, -0.18, -0.68], [1.38, 1.16, -0.25], [2.15, 1.44, -2.49], [0.60, 0.10, -4.04], [0.38, 2.88, -2.05], [0.12, 2.22, -3.65], [-2.00, 2.40, -2.71], [-1.66, -1.10, -1.63], [3.70, -1.06, 5.04], [2.20, -1.21, 5.26], [1.46, -1.81, 4.06], [1.56, -0.98, 2.77], [1.04, 0.45, 2.90], [-0.43, 0.54, 3.27], [3.92, -0.38, 4.21], [4.19, -0.67, 5.93], [4.15, -2.03, 4.80], [1.77, -0.24, 5.51], [2.02, -1.86, 6.12], [0.41, -1.96, 4.32], [1.87, -2.81, 3.85], [0.99, -1.49, 1.99], [2.59, -0.96, 2.42], [1.20, 0.96, 1.95], [1.64, 1.00, 3.63], [-1.05, 0.01, 2.53], [-0.77, 1.57, 3.31], [-0.63, 0.10, 4.25], [2.55, -3.18, -3.47], [3.71, -3.69, -2.61], [4.93, -4.11, -3.43], [4.68, -5.27, -4.41], [4.15, -6.55, -3.76], [5.10, -7.15, -2.73], [2.18, -3.97, -4.13], [1.72, -2.85, -2.85], [2.86, -2.33, -4.08], [3.37, -4.52, -1.99], [4.02, -2.90, -1.92], [5.74, -4.38, -2.75], [5.29, -3.25, -4.00], [5.62, -5.49, -4.92], [3.98, -4.94, -5.18], [3.96, -7.28, -4.55], [3.18, -6.35, -3.29], [6.07, -7.38, -3.19], [4.70, -8.08, -2.33], [5.27, -6.48, -1.89], [-4.75, 4.91, -0.76], [-5.17, 5.86, 0.37], [-4.68, 5.41, 1.74], [-5.22, 4.05, 2.20], [-6.74, 3.95, 2.27], [-7.37, 4.93, 3.26], [-5.18, 3.92, -0.63], [-5.08, 5.29, -1.73], [-3.66, 4.81, -0.79], [-6.25, 5.97, 0.37], [-4.76, 6.85, 0.16], [-4.93, 6.18, 2.48], [-3.59, 5.36, 1.73], [-4.81, 3.83, 3.19], [-4.84, 3.27, 1.54], [-7.01, 2.93, 2.55], [-7.17, 4.11, 1.28], [-6.98, 4.77, 4.27], [-8.46, 4.79, 3.31], [-7.18, 5.96, 2.98]]
}